Entry 1:
Computed, not measured: C3H7NO7 in the gas phase, with ωB97M-V/def2-TZVPD.

Structure (SMILES)   CO[C@@H](CO)OOO[N+](=O)[O-]
LUMO   -0.29 eV
Spin multiplicity   1
Kohn-Sham gap   10.1 eV
Energy relative to the best compared isomer or geometry (same formula, charge and spin)   0.0 kJ/mol

Each line ends with the Mulliken charge.
Cartesian coordinates (Å):
O -0.670 1.498 1.698  -0.1041
H 0.454 -0.148 1.710  0.2947
O 1.561 -0.777 0.140  -0.4038
C 1.475 -0.052 1.325  -0.6391
O -2.505 2.273 0.699  -0.4603
N -1.954 1.911 1.735  0.9789
H 2.191 -0.453 2.044  0.3119
O -0.269 1.452 0.313  -0.1064
H 1.135 -2.048 -2.099  0.3133
H 1.687 1.000 1.115  0.2700
O -2.540 1.918 2.811  -0.5546
O -0.565 0.141 -0.229  -0.1532
C 0.226 -1.557 -1.727  -0.5715
H 1.012 0.436 -1.411  0.3024
C 0.586 -0.386 -0.811  0.3993
O -0.525 -1.094 -2.821  -0.5176
H -0.360 -2.292 -1.160  0.3199
H -0.938 -1.823 -3.331  0.3203



Entry 2:
Computed, not measured: 2 unconnected molecules or ions with the total composition C5H11N, with ωB97M-V/def2-TZVPD.

Structure (SMILES)   C=CC.C=NC
LUMO   1.10 eV
Spin multiplicity   1
Kohn-Sham gap   10.5 eV
Energy relative to the best compared isomer or geometry (same formula, charge and spin)   243.5 kJ/mol

Each line ends with the Mulliken charge.
Cartesian coordinates (Å):
C 2.633 0.722 0.548  -0.8130
H 0.914 2.469 0.774  0.2650
H -1.653 -2.807 -0.302  0.3048
H 3.291 -0.071 0.194  0.2763
H -2.110 0.465 -1.758  0.2742
C 1.019 2.148 -0.273  -0.3096
H -2.168 0.122 0.670  0.3664
C -1.953 -0.696 -0.002  0.0870
C -1.878 -0.499 -1.311  -0.7778
C -1.631 -2.080 0.506  -1.0233
H 3.270 1.509 0.943  0.3377
H 0.681 2.865 -1.017  0.2871
H -1.234 -1.052 -1.983  0.2433
H -0.627 -2.098 0.938  0.2083
N 1.752 1.154 -0.527  -0.3659
H -2.354 -2.402 1.255  0.3141
H 2.049 0.252 1.345  0.3253



Entry 3:
Computed, not measured: a molecular structure, C3H3IO2, with ωB97M-V/def2-TZVPD.

LUMO (alpha / beta)   -1.91 / -1.90 eV
Spin multiplicity   1
Kohn-Sham gap (alpha / beta)   6.8 / 6.8 eV
Energy relative to the best compared isomer or geometry (same formula, charge and spin)   350.6 kJ/mol

Each line ends with the Mulliken charge.
Cartesian coordinates (Å):
H 0.050 -1.529 0.136  0.2898
H -1.206 0.718 0.632  -0.2076
C 0.192 0.710 0.355  0.6607
C 0.753 -0.726 0.117  -0.3812
C 0.872 1.723 1.036  0.3908
I -2.922 1.201 1.438  -0.4132
O 0.906 2.451 1.951  -0.2356
H 1.796 -0.911 0.418  0.2435
O 0.673 0.317 -0.918  -0.3472



Entry 4:
Computed, not measured: 3 unconnected molecules or ions with the total composition CH4I2N2, with ωB97M-V/def2-TZVPD.

Structure (SMILES)   C#N.NI.I
LUMO   -0.25 eV
Spin multiplicity   1
Kohn-Sham gap   8.7 eV
Energy relative to the best compared isomer or geometry (same formula, charge and spin)   0.0 kJ/mol

Each line ends with the Mulliken charge.
Cartesian coordinates (Å):
H -1.335 -0.901 2.352  0.0665
H 0.977 -0.238 1.426  0.3070
I -1.990 -2.108 1.496  -0.1142
H -0.399 -2.401 -2.914  0.2459
H 0.644 0.470 0.039  0.3892
N 0.012 -0.558 -1.701  -0.3007
N 0.215 0.054 0.906  -0.6876
C -0.280 -1.434 -2.339  0.0082
I -0.280 1.693 2.215  0.0858



Entry 5:
Computed, not measured: C22H39F2N2O5PSi in the gas phase, with ωB97M-V/def2-TZVPD.

Structure (SMILES)   CCOC[C@@H](CN)O[C@@H](ON=O)[C@@H](O[C@H](C)C(F)(F)CC[Si](C)(C)c1ccccc1)P(C)C
LUMO   -0.12 eV
Spin multiplicity   1
Kohn-Sham gap   7.6 eV
Energy relative to the best compared isomer or geometry (same formula, charge and spin)   1241.4 kJ/mol

Each line ends with the Mulliken charge.
Cartesian coordinates (Å):
H 6.467 4.365 -0.503  0.2365
C -4.254 3.292 3.095  -0.3147
H 6.040 0.062 -1.871  0.2974
H 7.895 3.042 -0.167  0.2473
C 1.784 -1.243 0.292  -0.3220
H -6.523 0.198 2.443  0.1822
P 1.680 -2.667 1.561  0.4203
H 1.539 0.319 -3.910  0.3142
H 7.159 4.185 1.267  0.3167
H 3.706 2.260 -1.732  0.3893
H -7.494 1.278 -1.868  0.3095
C -1.275 -0.968 -1.775  0.8987
H 1.523 -2.837 4.178  0.3322
C -5.351 2.103 3.366  -0.4042
H 3.221 -0.811 -2.780  0.1113
C -3.997 -1.143 -1.310  -0.2951
H -5.951 1.021 -3.036  0.2815
H -4.169 -1.385 -2.442  0.2476
H -1.015 -3.705 0.483  0.2360
C -0.410 -1.793 -0.640  -0.0567
H 4.028 -3.412 2.171  0.2410
H -2.456 -0.014 -0.018  0.4308
H -3.934 -2.079 -0.611  0.2203
H -0.718 -1.349 0.424  0.1999
H 0.170 -1.748 3.381  0.2480
H 3.595 -3.906 0.379  0.2584
N 3.631 0.272 2.121  0.1956
C -2.623 -0.259 -1.167  -0.8334
H -3.926 4.044 3.960  0.2609
O 3.185 0.741 -0.329  -0.3784
C -6.698 -1.469 0.190  -1.0646
O 1.039 -1.642 -0.912  -0.2970
H 5.824 2.344 1.802  0.2384
H 4.294 0.432 -3.710  0.2927
C -0.943 -3.347 -0.654  -1.0520
H -3.494 2.520 -0.618  0.1590
O 6.019 1.137 0.053  -0.3109
C 3.306 -0.684 0.009  0.1846
H -2.791 0.750 -1.755  0.1599
F -0.380 0.161 -2.223  -0.3565
C -4.015 2.401 0.429  -0.1725
O 4.271 0.089 3.172  -0.4300
H 2.864 -4.890 1.929  0.3453
C -6.629 0.551 -2.173  -0.9391
C -5.085 1.160 0.622  0.5628
C 5.588 1.034 -1.349  -0.6836
H -2.046 -3.403 -1.073  0.2695
H -6.563 -2.476 -0.406  0.2988
C -3.573 3.472 1.601  -0.4711
Si -5.575 -0.136 -0.716  0.2724
H -7.151 -0.391 -2.687  0.2637
C 3.415 0.335 -2.915  0.0338
C 1.322 -2.052 3.333  -0.9290
H 1.187 -0.327 0.772  0.2692
C -5.759 1.034 2.148  -0.2608
H 1.749 1.684 -2.875  0.2825
C 3.931 1.103 -1.542  -0.2645
H -5.852 1.965 4.439  0.2632
H 6.046 1.948 -1.964  0.3121
H -7.811 -1.121 0.305  0.2870
C 6.949 3.586 0.256  -0.9314
H -6.204 -1.605 1.254  0.2418
H 3.935 -1.326 -0.738  0.3632
C 3.171 -3.856 1.470  -0.9540
C 5.796 2.477 0.615  -0.0958
O 4.010 -0.751 1.333  -0.0865
H 1.918 -1.079 3.617  0.2449
H -2.769 4.313 1.379  0.2867
H 4.756 2.954 0.373  0.1849
N 2.218 1.050 -3.568  -0.7094
F -1.612 -1.752 -2.986  -0.3550
H -0.188 -4.057 -1.199  0.2764



Entry 6:
Computed, not measured: 10 unconnected molecules or ions with the total composition C26H76N16O12, with ωB97M-V/def2-TZVPD.

Structure (SMILES)   COC[C@H](C)N.COC[C@H](C)N.COCCNCCOC.COCCNCCOC.NC(N)=O.NC(N)=O.NC(N)=O.NC(N)=O.NC(N)=O.NC(N)=O
LUMO   0.24 eV
Spin multiplicity   1
Kohn-Sham gap   8.1 eV
Energy relative to the best compared isomer or geometry (same formula, charge and spin)   0.0 kJ/mol

Each line ends with the Mulliken charge.
Cartesian coordinates (Å):
H -1.405 2.855 4.572  0.2673
C 0.707 -2.429 4.094  -1.3483
C 1.889 4.667 2.725  0.1527
H 2.479 3.775 2.933  0.0296
H -4.368 -1.326 -4.495  0.3645
H 3.435 6.068 2.841  0.3234
H 2.527 0.617 -2.045  0.2047
H 1.878 -4.882 2.254  0.2609
C 3.249 1.315 -2.469  -0.5774
H 4.880 -0.173 -1.535  0.1034
N 1.721 4.925 1.328  -0.3646
H 1.855 9.112 4.066  0.2715
H 6.557 2.015 -4.192  0.3430
H -0.330 0.788 -2.386  -0.0546
N -4.228 -2.721 -2.388  -0.6664
H -3.251 -4.123 -3.702  0.3498
N -1.789 -1.995 3.947  -0.2393
C 1.278 3.686 0.584  0.1073
N 0.643 -3.280 0.039  0.2838
O -2.417 -0.439 -1.850  -1.0526
N -0.365 0.343 -1.480  0.5814
C -2.186 -4.581 1.622  0.5965
H 7.795 0.817 -3.925  0.3466
N -3.115 -5.449 1.496  -0.4542
C 1.885 -4.172 3.080  -1.0212
H 0.449 0.522 -0.909  -0.2294
H 4.580 -1.190 1.855  0.1826
N 1.052 -4.068 -1.950  -0.3954
N 3.155 0.418 2.695  -0.2655
C -6.575 -0.948 4.430  -0.8443
H 6.926 0.699 -0.403  0.2369
H 0.834 4.576 2.984  0.2460
H -7.392 -0.260 4.208  0.2832
H 1.072 5.685 1.186  0.2971
H -0.356 -0.690 4.539  0.5554
C -1.396 -0.393 -1.187  0.6122
H 2.817 -3.609 3.131  0.2802
C -4.022 -3.352 -3.711  0.5619
H 1.588 -1.804 4.244  0.5496
H -0.697 -4.317 2.978  0.1975
O 0.689 2.176 3.760  -0.6921
H 0.079 4.212 -3.322  0.3174
O -0.273 0.941 -4.121  -0.7934
H 1.341 3.035 -1.516  -0.0990
C -5.452 -3.908 -4.087  -1.4823
H -1.968 -2.866 3.467  0.0860
H -2.470 2.145 3.327  0.1464
C -0.368 2.008 3.221  0.5991
N -0.566 1.400 2.089  0.5629
O -1.862 -3.782 0.787  -0.7484
H -0.221 -0.990 0.283  -0.7135
C 7.289 1.665 -3.464  -1.4700
H 3.283 8.525 3.393  0.2944
H 0.270 3.428 0.911  0.1307
N -1.560 2.321 3.729  -0.3804
H 1.965 2.852 0.728  -0.0174
H -3.801 -5.310 0.768  0.3010
H -2.241 1.705 -6.486  0.1757
H -0.240 -3.770 0.079  0.1970
N 7.437 0.820 -1.266  -0.7273
H -1.759 -1.787 0.245  -0.2293
N -1.155 -1.054 -0.097  1.2678
H 1.783 -4.792 3.971  0.3201
C -0.433 -1.445 3.757  0.2237
H -2.897 -0.799 2.662  0.0739
O 1.716 7.057 3.483  -0.3249
H 2.758 2.037 -3.121  0.2499
H 2.624 1.204 3.043  0.0361
H 4.150 0.364 2.857  0.1891
H 8.057 2.422 -3.308  0.3567
H 7.864 -0.062 -1.511  0.2733
C 2.521 5.884 3.406  -0.8946
C 2.807 -0.212 1.608  0.0808
O -0.067 4.597 -1.250  -0.4928
H -1.497 4.766 -2.920  0.3909
O -5.273 -0.598 3.940  -0.3138
H -5.539 -4.405 -5.053  0.3356
H 2.661 7.963 5.039  0.3059
H 2.782 5.630 4.433  0.4234
H -0.542 1.201 -6.616  0.2161
H -2.781 0.420 -3.483  0.0834
H 0.451 -2.984 4.996  0.4364
H 0.126 0.798 1.667  -0.7511
H -5.865 -4.536 -3.298  0.3990
N -2.521 0.929 -4.315  -0.1052
H -3.256 1.210 -4.950  0.1945
C -0.642 4.232 -2.505  -0.7089
N 3.768 -1.025 1.277  -0.4091
H -2.721 -1.753 -4.282  0.1897
H 1.639 -3.874 -2.749  0.2645
H 3.488 -1.698 0.578  0.1833
C -1.326 1.061 -4.796  0.4902
N -1.381 1.368 -6.079  -0.3761
C 1.122 3.895 -0.884  -0.2309
H 0.952 -2.871 0.910  -0.4681
O 1.813 -0.007 1.028  -0.1947
H -4.202 -2.064 5.079  0.3869
H -4.776 -1.887 -2.547  0.2788
H -1.518 1.548 1.788  0.2130
C 5.312 0.216 -2.457  -0.4291
H -1.983 -5.470 3.323  0.1044
H -0.271 -0.957 2.796  -0.1294
H -2.797 -0.710 -6.639  0.0329
C -4.316 -1.641 4.082  -0.7407
O 0.806 -3.294 2.993  0.3504
C -2.883 -1.082 3.714  -0.0745
H 6.014 2.189 -1.841  0.1753
N -1.558 -4.780 2.720  -0.3817
H 5.657 -0.616 -3.070  0.2483
H -4.501 -2.445 3.370  0.3644
H 0.288 -4.718 -1.831  0.1937
H -2.766 -0.176 4.308  0.3528
C 2.438 8.193 3.998  -0.7412
H -3.037 -2.007 -7.834  0.2812
H 1.937 4.580 -1.121  0.4331
C 6.428 1.265 -2.246  0.7765
O 4.257 0.655 -3.181  -0.4736
O 2.675 -3.033 -0.839  -0.7207
H -1.138 3.288 -2.282  0.2051
C 1.531 -3.439 -0.933  0.4280
H -3.401 -2.197 -2.141  0.2439
H -6.560 -0.888 5.519  0.3361
H -6.220 -3.135 -4.113  0.3148
H -4.458 -1.249 -7.098  0.3122
H 3.618 1.949 -1.663  0.3547
O -3.528 -2.581 -5.936  -0.3861
C -3.426 -1.554 -6.922  -0.5097
H -3.238 -6.223 2.133  0.1230
H -6.826 -2.002 4.311  0.3203
C -3.678 -2.161 -4.608  -0.4906



Number 1: E_tot -699.56530 Ha. Number 2: E_tot -251.76977 Ha. Number 3: E_tot -564.13530 Ha. Number 4: E_tot -745.32027 Ha. Number 5: E_tot -2177.28966 Ha. Number 6: E_tot -2815.17652 Ha.